The following is a quantum chemistry calculation of a structure of composition C28H61FeN5O16S2Sn at a distorted geometry, from the Open Molecules 2025 dataset.

Computed properties:
charge	+4
⟨S²⟩	12.023
frontier orbital gap (alpha / beta)	5.453 / 5.057	eV
HOMO (alpha / beta)	-17.7193 / -17.7192	eV
multiplicity	7
strongest force on any atom	0.109	hartree/bohr
E	-4853.881143	a.u.

Each line ends with the Mulliken spin population.
Atoms and positions in Å:
1 H 0.7341 5.5660 6.5143  0.00
2 O -0.3445 -2.6382 -4.7841  0.00
3 O -0.2365 0.8368 -0.7084  0.01
4 C 0.9835 4.1688 -2.5619  0.36
5 H -3.3249 -6.0660 -1.0548  0.00
6 O 4.1578 3.2204 0.6763  0.03
7 C -3.0614 0.1611 -2.7308  0.00
8 O -2.0821 0.8669 -6.0277  0.00
9 H 0.6667 -2.5908 -2.0611  0.00
10 O 1.5998 -0.6337 -0.1652  0.02
11 O 1.8591 2.8360 1.3803  0.01
12 N -3.1650 1.1119 4.6658  0.00
13 O 3.7249 -2.5390 -0.3520  0.14
14 H -4.6762 -1.0241 -2.0007  0.00
15 H -1.9881 -2.1939 -5.8620  0.00
16 H -2.6254 -6.0694 0.5653  0.00
17 H 2.2815 3.1223 4.2856  0.00
18 O 1.4338 0.7181 4.0440  0.00
19 H 2.7263 5.2646 5.0268  0.00
20 C -0.9036 1.1569 -3.9362  0.01
21 C 2.4742 2.9524 -3.7261  0.33
22 C 3.9261 -2.7069 0.8591  -0.02
23 H -0.4086 -5.0722 0.5316  0.00
24 H 0.4854 1.1216 5.6304  0.00
25 H 1.8600 -0.3113 2.4483  0.01
26 H -3.0234 1.8489 5.3418  0.00
27 H -2.2538 -1.4519 3.0304  0.00
28 C -3.1720 1.2400 -6.8960  0.00
29 O -0.3516 -0.6090 1.1866  0.01
30 H 3.1572 2.1267 -3.8608  0.02
31 H 1.5817 -0.1456 6.0731  0.00
32 C 0.7390 4.8418 9.1225  0.00
33 H -3.0842 1.0189 -2.0588  0.00
34 Sn -0.9505 2.1055 1.8329  0.00
35 H 3.5260 4.4662 6.4340  0.00
36 H -2.7067 2.1745 -4.5504  0.00
37 H 1.6755 -2.7597 -5.5906  0.00
38 H -3.1979 0.3841 -7.5705  0.00
39 H 1.9019 2.3650 -1.8788  0.00
40 H -3.4768 0.5089 -3.6766  0.00
41 H 3.4329 1.8741 5.8313  0.00
42 C 2.3780 1.9486 6.0956  0.00
43 S 0.1748 -0.4818 -0.1819  0.03
44 H -4.3866 -0.3588 2.0146  0.00
45 N 1.8235 3.0855 -2.5823  -0.03
46 H 2.7123 -0.9221 3.7981  0.00
47 H -1.4477 -0.1498 5.1845  0.00
48 N 2.0581 3.2652 5.2602  0.00
49 H 1.1731 -4.7574 -4.0257  0.00
50 H -3.4235 -4.0791 -3.0469  0.00
51 C 4.2690 -4.0793 1.4237  0.00
52 C -4.1329 1.0524 3.7360  0.00
53 C 2.0279 3.9797 -4.5690  0.19
54 C -2.7680 -0.6200 3.4886  0.00
55 O -0.3845 -1.5147 -1.0415  -0.02
56 H -1.3588 2.7189 -5.4396  0.00
57 O 3.5279 0.9938 1.3493  0.18
58 H -3.2623 -1.4887 -1.2293  0.00
59 H 1.6239 -3.8775 -0.7439  0.00
60 H 0.9276 -1.2803 3.6114  0.00
61 H -2.8666 2.1572 -7.3994  0.00
62 C 1.7306 -0.5512 3.5036  0.01
63 H 0.3586 4.1408 9.8653  0.00
64 H 1.4647 5.4999 9.6005  0.00
65 C -0.5601 -4.5164 -0.3938  0.00
66 C 1.6478 5.1782 6.9647  0.00
67 H 0.3800 4.4560 -1.7135  0.02
68 O 1.3919 4.2004 7.9848  0.00
69 H 2.1388 6.0922 7.2988  0.00
70 H 0.4581 5.3628 -4.4450  0.00
71 O -1.3864 -5.3189 -1.1147  0.00
72 H -1.0077 -0.2628 -2.4432  0.00
73 Fe 3.5122 -0.3566 -0.1016  4.27
74 H -0.5151 -2.7457 -6.8916  0.00
75 H -4.7631 1.8854 3.4616  0.00
76 H 3.8036 -4.8365 0.7927  0.00
77 C -0.9149 -2.1777 -6.0516  0.00
78 H -0.3568 -3.5108 -2.6182  0.00
79 H 2.4874 -3.8682 -3.2277  0.00
80 H 5.3149 -4.3149 1.6206  0.00
81 H 3.7807 -4.0717 2.3982  0.00
82 H -0.1748 5.3646 8.8402  0.00
83 H -3.2041 -4.6187 -0.2069  0.00
84 C 1.1081 -2.6180 -4.6707  0.00
85 H -0.9051 1.8464 -3.0920  0.01
86 H -1.6637 -0.8626 -3.8141  0.00
87 H 1.1489 -5.3554 -1.5012  0.00
88 C -3.6221 -1.1983 -2.2164  0.00
89 C -3.9393 -0.0420 2.9451  0.00
90 H -4.9549 -3.2551 -2.6178  0.00
91 N 0.6410 -3.5174 -2.4620  0.00
92 H 1.0594 3.4065 5.2082  0.00
93 O -3.4731 -2.0475 -3.3169  0.00
94 C -1.7821 1.8148 -5.0019  0.00
95 C -2.6457 -5.5375 -0.3859  0.00
96 H -0.5848 -1.1512 -6.2112  0.00
97 O 3.9180 -1.6792 1.5034  0.20
98 C 1.4977 0.7537 5.4629  0.00
99 C 1.4936 -3.7795 -3.6664  0.00
100 C -4.1287 -3.2967 -3.3275  0.00
101 H 0.1175 1.0505 -4.3023  -0.03
102 C -2.3148 0.0351 4.5678  0.00
103 N -1.5723 -0.0312 -3.2479  0.00
104 C 1.0418 4.6586 -3.8706  0.12
105 H 2.1664 2.0940 7.1550  0.00
106 H 1.2550 -1.6225 -4.2518  0.00
107 H 2.2974 4.2026 -5.5909  0.00
108 C 0.7717 -4.3765 -1.2053  0.00
109 S 3.0811 2.2557 0.7685  0.01
110 O 2.7665 1.5332 -0.4903  0.13
111 H -4.4845 -3.4688 -4.3433  0.00
112 H -4.0898 1.3276 -6.3145  0.00
113 H -0.9372 -3.6402 0.1336  0.00
114 C 2.5883 4.6319 5.9036  0.00

***

The following is a quantum chemistry calculation of a structure of composition C28H61NPRhSi4Te4 at a distorted geometry, from the Open Molecules 2025 dataset.

Computed properties:
charge	-2
frontier orbital gap	5.149	eV
HOMO	-1.0370	eV
strongest force on any atom	0.024	hartree/bohr
E	-3840.372812	a.u.

Each line ends with the Löwdin charge.
Atoms and positions in Å:
1 C -0.3198 0.3770 3.2158  -0.23
2 C -1.3769 -3.3303 0.4776  -0.14
3 H 0.0072 -2.3475 2.6396  0.05
4 C 0.0945 -3.3770 -2.4532  -0.14
5 H -0.3284 -4.2760 -2.0107  0.06
6 Te -2.4638 0.6446 -5.6447  -0.25
7 Te -3.1122 -1.1346 -1.8791  0.03
8 H 3.5689 -4.2559 0.3984  0.06
9 H 0.1408 4.9762 0.8319  0.00
10 H 2.9779 -1.5449 -2.5422  0.06
11 C 1.4591 1.5202 -3.7584  -0.07
12 H 5.0236 0.9527 -2.4011  0.09
13 H -3.3087 5.6348 -1.5170  0.02
14 C 2.8182 -2.2342 0.8229  -0.58
15 H 2.8286 -4.0934 1.9911  0.05
16 C 0.1659 -3.3856 2.3633  -0.10
17 C -5.1277 1.5459 0.3417  -0.23
18 H -0.6499 -2.5827 -2.3930  -0.03
19 C 2.6651 -1.3601 2.0732  -0.11
20 H 0.0715 3.2709 4.3644  0.02
21 H -0.0096 2.7873 -1.8912  0.00
22 Si -0.2061 1.9939 2.2662  0.37
23 C 0.5947 1.9978 -1.4353  -0.31
24 H -4.9354 1.7020 3.4156  0.02
25 C 1.9376 -1.8108 -2.7189  -0.10
26 C 3.8301 -1.5120 -0.0770  -0.10
27 H 1.4541 -5.3125 0.7911  0.06
28 C 0.4187 -5.0614 0.5639  -0.09
29 H -0.6328 -3.9720 2.8295  0.08
30 H 2.1857 2.2751 2.8271  0.03
31 C 3.4233 -3.5803 1.2396  -0.09
32 H 1.1064 -3.7237 2.7953  0.05
33 H -0.4047 4.3677 3.0690  0.01
34 C 1.6846 1.6329 -2.3817  -0.30
35 C -3.7421 -0.7321 1.8588  -0.23
36 H -2.0233 -3.9833 1.0736  0.09
37 H -3.2304 1.5542 3.8329  0.01
38 H -1.6180 3.3621 3.8656  0.00
39 H 4.1676 -2.1297 -0.9068  0.06
40 H 0.4584 0.2774 3.9771  0.03
41 C 2.4874 1.1967 -4.6289  -0.09
42 Si -2.0123 4.0972 -0.0868  0.35
43 C 1.4337 -2.9559 -1.8345  -0.58
44 C 2.9896 1.4298 -1.9241  -0.08
45 H -0.6109 6.1456 -0.2581  0.02
46 H 2.4339 -4.4316 -3.0189  0.08
47 H 2.1148 -5.0006 -1.3837  0.05
48 H 4.7120 -1.2487 0.5168  0.08
49 Te -2.4146 1.3449 -3.0928  0.07
50 Rh -0.7080 0.3654 -1.1502  0.22
51 C -0.3958 5.0823 -0.1128  -0.22
52 H 2.1187 -0.4546 1.8262  0.03
53 H 0.2696 4.7598 -0.9107  0.01
54 H 1.7999 3.2207 1.3811  0.02
55 H -3.0931 5.9674 1.0996  0.02
56 H -3.8436 -1.3729 0.9865  -0.04
57 H -5.0723 1.0677 -0.6374  -0.02
58 H 0.2453 -3.5842 -3.5151  0.08
59 H -2.5992 4.7613 2.2894  0.00
60 H -6.0587 1.2318 0.8216  0.02
61 H 2.1376 -1.8640 2.8810  0.06
62 C 0.0875 -3.5904 0.8439  -0.58
63 H -1.5978 -3.5139 -0.5715  0.03
64 C -3.0331 4.8935 1.3010  -0.23
65 H -3.8240 3.0200 3.0480  -0.01
66 P 1.1202 -2.2524 -0.0744  0.83
67 C 1.6245 2.2693 1.8866  -0.22
68 H 2.0208 1.4743 1.2572  -0.01
69 H 2.2715 1.0983 -5.6860  0.10
70 H -4.6204 -0.8838 2.4943  0.03
71 C 2.4122 -4.1299 -1.9663  -0.09
72 Te -3.5298 -2.8443 -3.8612  -0.23
73 H -1.2920 0.2463 3.6933  0.01
74 H -4.0511 4.5038 1.3172  0.01
75 H 1.3365 -0.9145 -2.5787  0.05
76 H 3.4308 -3.8605 -1.6925  0.05
77 H -2.3367 4.5582 -2.5318  0.01
78 H 4.5787 0.7271 -4.8347  0.08
79 H 0.2104 -5.3449 -0.4643  0.06
80 C -3.9207 1.9386 3.0803  -0.22
81 H -3.8171 3.9597 -1.8145  -0.01
82 H -0.1904 -0.4105 2.4751  -0.02
83 H 1.0219 2.4012 -0.5214  0.00
84 H -0.2202 -5.6805 1.2039  0.08
85 C -0.5924 3.3835 3.5018  -0.22
86 Si -3.6392 1.0920 1.4026  0.33
87 H -2.8605 -1.0496 2.4171  0.01
88 C -2.9579 4.6049 -1.6364  -0.27
89 H 0.4542 1.6582 -4.1440  0.04
90 N 0.5155 -0.8383 -0.0531  -0.31
91 H -1.6368 -2.2973 0.6965  0.02
92 C 4.0232 1.1129 -2.7917  -0.12
93 Si -1.6212 1.8008 0.3895  0.28
94 H 3.1880 1.5331 -0.8618  0.10
95 H 1.8448 -2.1050 -3.7676  0.09
96 H 3.6559 -1.0816 2.4479  0.08
97 H 4.4075 -3.3893 1.6834  0.08
98 H 3.4039 -0.5927 -0.4827  0.05
99 C 3.7777 0.9876 -4.1537  -0.12
100 H -5.1707 2.6256 0.1852  0.01